No. 1
The following is a quantum chemistry calculation of a cluster of 8 separate species, C16H46F6O7P in total in a non-equilibrium geometry, from the OMol25 dataset.

Structure (ORCA input):
```
! wB97M-V def2-TZVPD RIJCOSX def2/J DEFGRID3
* xyz -1 1
P -4.0281 -14.6002 -1.5827
F -4.0854 -14.1061 -0.0755
F -2.4421 -14.2070 -1.6417
F -3.6056 -16.1091 -1.1626
F -3.8807 -15.0943 -3.1673
F -5.5663 -15.0499 -1.5955
F -4.4393 -13.1491 -2.1355
C -8.5020 -12.8445 -3.6364
C -8.2326 -13.9864 -2.6560
O -7.8131 -15.1310 -3.3751
H -9.0501 -11.9982 -3.2076
H -9.1708 -13.2014 -4.4286
H -7.5788 -12.4878 -4.0931
H -9.1453 -14.1449 -2.0678
H -7.4442 -13.6578 -1.9782
H -6.9548 -15.3560 -2.9965
C -3.8701 -13.4807 3.3545
C -2.6209 -13.3422 2.5024
O -2.6039 -12.1486 1.7269
H -3.9002 -14.4472 3.8577
H -4.7421 -13.3871 2.7031
H -3.9095 -12.6745 4.0880
H -2.4706 -14.2050 1.8444
H -1.7057 -13.2555 3.0973
H -3.2343 -12.2372 1.0025
O -2.6629 -10.9743 -1.4797
H -2.1877 -11.7094 -1.8772
H -3.5741 -11.2707 -1.4072
C -3.3639 -19.6823 -2.9031
C -4.7768 -19.1724 -3.0886
C -5.7452 -20.2746 -3.4908
O -5.2759 -18.5809 -1.8823
H -3.0478 -20.2272 -3.7996
H -3.2975 -20.3584 -2.0512
H -2.6631 -18.8497 -2.8151
H -4.7891 -18.3921 -3.8598
H -6.7832 -19.9654 -3.3220
H -5.5715 -21.2096 -2.9565
H -5.7656 -20.4611 -4.5703
H -4.5488 -18.2080 -1.3733
C 1.0832 -14.6441 -0.0467
C 0.3662 -13.2971 -0.1038
C 1.1494 -12.1673 0.5397
O 0.1342 -12.9351 -1.4653
H 1.4650 -14.8847 0.9457
H 1.8672 -14.6951 -0.8068
H 0.3886 -15.4399 -0.3451
H -0.6108 -13.3979 0.3810
H 1.9281 -11.7999 -0.1266
H 1.6537 -12.5555 1.4298
H 0.4601 -11.3783 0.8333
H -0.5946 -13.4890 -1.7642
C -2.6523 -14.5700 -5.9665
C -2.8206 -13.0948 -5.6558
C -4.2795 -12.6753 -5.9296
O -2.5081 -12.7807 -4.3180
H -1.7512 -14.9582 -5.4822
H -2.5765 -14.7296 -7.0427
H -3.4795 -15.1524 -5.5571
H -2.2068 -12.5042 -6.3427
H -4.9236 -13.2022 -5.2160
H -4.5775 -12.8148 -6.9686
H -4.4343 -11.6272 -5.6496
H -2.7657 -13.5220 -3.7607
C -6.8354 -12.0433 -0.0019
C -6.3759 -10.8832 -0.8782
C -7.5095 -9.8698 -0.9806
O -5.2010 -10.2980 -0.3203
H -7.3377 -11.6754 0.9035
H -5.9845 -12.6283 0.3444
H -7.5795 -12.6475 -0.5223
H -6.1837 -11.3115 -1.8635
H -7.3009 -9.0497 -1.6771
H -7.8667 -9.5339 -0.0075
H -8.3675 -10.3359 -1.4886
H -5.5061 -9.5342 0.1763
*
```

Values from the calculation:
Highest occupied orbital energy   -7.11 eV
Frontier orbital gap   9.97 eV
LUMO energy   2.9 eV
E   -57273.0773 eV



No. 2
The following is a quantum chemistry calculation of a structure of composition C31H62P2ReSi2 in a non-equilibrium geometry, from the OMol25 dataset.

Structure (ORCA input):
```
! wB97M-V def2-TZVPD RIJCOSX def2/J DEFGRID3
* xyz 2 4
Re 1.0820 1.0942 0.6339
C 3.2020 1.0717 0.6036
C 2.7254 2.1244 -0.2492
C 1.9808 2.5549 1.9047
C 2.7483 1.3510 1.9359
C 1.9511 3.0276 0.5496
C 4.1780 0.0083 0.2052
H 4.2237 -0.1058 -0.8819
H 3.9124 -0.9640 0.6406
H 5.1972 0.2521 0.5495
C 3.1664 0.6411 3.1842
H 3.6540 -0.3110 2.9577
H 2.3090 0.4465 3.8400
H 3.8894 1.2412 3.7587
C 1.5313 3.3505 3.0773
H 2.3749 3.8737 3.5655
H 1.0549 2.7171 3.8346
H 0.8190 4.1280 2.7852
C 1.4115 4.3449 0.0966
H 2.0971 5.1614 0.3743
H 0.4407 4.5655 0.5598
H 1.2934 4.3712 -0.9919
C 3.0807 2.3681 -1.6787
H 3.8968 3.1031 -1.7574
H 2.2334 2.7817 -2.2418
H 3.4179 1.4560 -2.1820
C -1.2272 -3.8632 -4.3592
C -0.1158 -3.5378 -5.0336
C -0.0249 -2.9386 -6.4078
C -1.2026 -2.0308 -6.8416
C -1.5874 -0.9507 -5.8740
C -2.4295 -1.0554 -4.8369
C -3.2346 -2.2497 -4.4204
C -2.6454 -3.6324 -4.7952
H 0.0654 -3.7316 -7.1733
H -2.0690 -2.6611 -7.0716
H 0.9187 -2.3716 -6.4606
H -2.7443 -3.7759 -5.8771
H -1.1399 -4.4332 -3.4250
H 0.8576 -3.8409 -4.6302
H -3.2832 -4.3983 -4.3201
H -3.3764 -2.1919 -3.3280
H -2.6664 -0.1486 -4.2662
H -4.2494 -2.1991 -4.8555
H -0.9105 -1.5491 -7.7909
H -1.1650 0.0325 -6.1202
P 0.5954 -0.7812 -1.1600
P -1.1268 1.6868 -0.5657
C -1.1472 -0.8064 -1.8503
C -2.0540 0.1327 -1.0606
H -1.5284 -1.8354 -1.7847
H -1.1319 -0.5559 -2.9200
H -2.9575 0.4076 -1.6292
H -2.3775 -0.3278 -0.1154
C -2.2650 2.6225 0.4416
H -1.8044 3.5713 0.7341
H -2.5237 2.0540 1.3407
H -3.1697 2.8259 -0.1390
C -0.9654 2.6925 -2.0880
H -1.9250 2.7100 -2.6353
H -0.1736 2.3053 -2.7466
H -0.7201 3.7222 -1.7895
C 0.7934 -2.4456 -0.4627
H 1.8113 -2.5675 -0.0633
H 0.6205 -3.1819 -1.2583
H 0.0646 -2.5955 0.3417
C 1.7547 -0.8400 -2.5701
H 1.8330 0.1405 -3.0577
H 1.4286 -1.5889 -3.3105
H 2.7452 -1.1351 -2.1954
C -1.4370 -2.6390 2.9248
Si 0.0070 -1.5327 3.4162
C 0.3285 -1.6099 5.2931
C 1.5411 -2.4623 2.8477
C -0.2874 0.2257 2.7241
Si -1.2846 1.1520 4.0917
C -0.2432 1.5878 5.6222
C -2.0041 2.8335 3.6861
C -2.8012 0.1169 4.5295
H -1.3455 -3.6084 3.4378
H -1.4173 -2.8230 1.8425
H -2.4225 -2.2159 3.1527
H 0.5298 -2.6541 5.5770
H 1.2280 -1.0327 5.5583
H -0.5119 -1.2676 5.9096
H 1.3346 -3.0954 1.9782
H 2.3967 -1.8028 2.6403
H 1.8382 -3.1554 3.6557
H -0.8676 0.1663 1.7812
H 0.2615 2.5585 5.5356
H -0.9287 1.6902 6.4801
H 0.5254 0.8610 5.9037
H -1.2566 3.4951 3.2247
H -2.3201 3.3026 4.6311
H -2.8973 2.7982 3.0550
H -3.3834 -0.1060 3.6214
H -2.5696 -0.8297 5.0324
H -3.4308 0.7109 5.2050
*
```

Values from the calculation:
Highest occupied orbital energy (spin up / spin down)   -13.31 / -13.31 eV
Frontier orbital gap (spin up / spin down)   8.05 / 5.32 eV
LUMO energy (spin up / spin down)   -5.3 / -8.0 eV
E   -69601.3316 eV
Expectation value of S²   3.782



No. 3
The following is a quantum chemistry calculation of a cluster of 2 separate species, C3H7ClO2S in total in a non-equilibrium geometry, from the OMol25 dataset.

Structure (ORCA input):
```
! wB97M-V def2-TZVPD RIJCOSX def2/J DEFGRID3
* xyz 0 1
C 1.5617 0.3627 0.4321
C 1.2210 -1.0334 -0.1008
C -1.7702 0.6750 -0.4260
O -0.9072 -2.4741 -0.5897
O -1.1229 1.8377 -0.0148
S -0.4299 -1.6357 0.5464
Cl -3.4342 0.4368 0.3151
H 0.7963 1.0244 0.2495
H 1.6195 0.2865 1.5660
H 2.6136 0.5799 -0.0409
H 1.9350 -1.6670 0.2802
H 1.2134 -1.2508 -1.2108
H -1.6151 0.5616 -1.5255
H -1.6809 2.2964 0.5193
*
```

Values from the calculation:
Highest occupied orbital energy (spin up / spin down)   -8.50 / -8.49 eV
Frontier orbital gap (spin up / spin down)   8.43 / 7.96 eV
LUMO energy (spin up / spin down)   -0.1 / -0.5 eV
E   -30673.3401 eV



No. 4
The following is a quantum chemistry calculation of a structure of composition C8H17CeClI2O2P in a non-equilibrium geometry, from the OMol25 dataset.

Structure (ORCA input):
```
! wB97M-V def2-TZVPD RIJCOSX def2/J DEFGRID3
* xyz 2 2
I 2.3862 4.2823 -1.5854
I 4.1536 2.1056 -1.4113
Ce 0.1453 0.2578 0.0649
P -0.7833 -0.2379 -2.4580
C -0.1290 -1.5726 -3.5193
C -2.6192 -0.3904 -2.4544
H -0.8234 2.1944 -2.7014
H -0.9234 1.3119 -4.3012
H 0.6673 1.4929 -3.3872
C -0.4298 1.3596 -3.3149
H -3.0489 0.4116 -1.8212
H -2.9615 -0.3133 -3.4999
H -0.6156 -1.4597 -4.5115
H -0.3739 -2.5439 -3.0290
H -2.8831 -1.3701 -2.0088
H 0.9789 -1.4551 -3.5672
C 1.3294 -1.9263 -0.6031
O 2.0435 -2.8411 -0.6151
Cl -1.6889 2.1752 0.2025
C -0.1955 -0.7903 3.9888
C 0.5511 0.5523 4.2877
C 0.6902 1.1639 2.8685
O 1.0714 -0.0993 2.1304
C 0.6056 -1.3668 2.7969
H -0.2116 -1.4809 4.8189
H -1.2282 -0.5709 3.6830
H 1.5609 0.3227 4.6531
H 0.0346 1.2177 4.9621
H -0.3081 1.5328 2.4992
H 1.4547 1.9035 2.6739
H 1.5328 -1.8686 3.0679
H 0.0176 -1.9970 2.0913
*
```

Values from the calculation:
Highest occupied orbital energy (spin up / spin down)   -15.03 / -15.03 eV
Frontier orbital gap (spin up / spin down)   6.61 / 6.65 eV
LUMO energy (spin up / spin down)   -8.4 / -8.4 eV
E   -63593.4038 eV
Expectation value of S²   0.751